No. 1
Molecular formula: C8H27O9
Method: DFT, the ωB97M-V functional and the def2-TZVPD basis

ORCA input file:
```
! wB97M-V def2-TZVPD RIJCOSX def2/J DEFGRID3
* xyz 1 1
O 2.328 -17.237 2.101
H 2.875 -17.812 1.512
H 2.565 -17.551 3.024
H 2.661 -16.312 1.959
C -0.211 -17.562 4.813
C -0.835 -17.894 6.139
O -1.589 -19.087 6.042
O -1.249 -17.133 3.908
H 0.325 -18.440 4.444
H 0.444 -16.693 4.892
H -1.514 -17.082 6.431
H -0.070 -17.959 6.925
H -1.924 -19.338 6.905
H -1.213 -17.689 3.125
C 5.949 -19.853 1.450
C 4.638 -19.966 0.708
O 3.508 -19.698 1.549
O 5.987 -20.630 2.633
H 6.141 -18.803 1.693
H 6.741 -20.166 0.766
H 4.455 -20.904 0.180
H 4.654 -19.194 -0.067
H 3.442 -20.411 2.193
H 5.676 -20.096 3.366
C 3.946 -16.979 5.236
C 3.110 -15.737 5.346
O 2.741 -15.317 4.022
O 3.245 -17.980 4.462
H 4.178 -17.328 6.245
H 4.890 -16.762 4.730
H 3.737 -14.976 5.816
H 2.199 -15.874 5.928
H 2.834 -14.364 3.952
H 3.528 -18.818 4.841
C 3.781 -14.335 0.651
C 4.810 -15.330 1.113
O 4.528 -16.659 0.656
O 2.463 -14.767 1.007
H 3.820 -14.096 -0.419
H 4.018 -13.356 1.094
H 4.828 -15.345 2.201
H 5.801 -15.058 0.746
H 4.586 -16.673 -0.305
H 1.860 -14.072 0.725
*
```

- LUMO level (eV) = -2.7
- Kohn-Sham gap (eV) = 9.75

No. 2
Molecular formula: C8H27O9Tl
Method: DFT, the ωB97M-V functional and the def2-TZVPD basis

ORCA input file:
```
! wB97M-V def2-TZVPD RIJCOSX def2/J DEFGRID3
* xyz 2 1
Tl 15.079 -12.141 17.747
O 17.411 -11.656 19.326
H 18.141 -12.262 19.116
C 18.625 -10.751 15.816
O 18.014 -11.733 16.631
H 19.110 -9.960 16.409
H 19.421 -11.172 15.199
H 17.831 -10.276 15.244
H 18.703 -12.361 16.911
C 19.571 -14.471 17.084
O 20.463 -13.359 16.833
H 20.196 -15.292 16.727
H 19.402 -14.537 18.159
H 18.668 -14.438 16.481
H 21.243 -13.399 17.392
C 20.106 -9.577 19.933
C 20.085 -8.823 21.268
O 19.820 -7.435 21.122
O 18.923 -9.218 19.225
H 20.080 -10.641 20.172
H 20.876 -9.223 19.245
H 20.970 -8.919 21.892
H 19.179 -9.150 21.799
H 19.203 -7.364 20.375
H 18.275 -9.945 19.273
C 17.760 -11.403 22.832
C 17.945 -12.897 22.534
O 18.856 -13.017 21.445
O 16.975 -10.763 21.807
H 18.758 -10.965 22.869
H 17.368 -11.158 23.818
H 17.033 -13.483 22.344
H 18.282 -13.468 23.407
H 18.434 -12.376 20.847
H 17.187 -11.112 20.910
C 14.509 -9.107 20.138
C 13.841 -8.731 18.825
O 14.643 -9.163 17.691
O 14.672 -10.527 20.135
H 13.948 -8.876 21.050
H 15.469 -8.597 20.283
H 13.787 -7.642 18.837
H 12.831 -9.138 18.886
H 14.504 -8.366 17.165
H 15.183 -10.735 20.935
*
```

- LUMO level (eV) = -13.2
- Kohn-Sham gap (eV) = 3.22

No. 3
Molecular formula: C8H28LiN2O5
Method: DFT, the ωB97M-V functional and the def2-TZVPD basis

ORCA input file:
```
! wB97M-V def2-TZVPD RIJCOSX def2/J DEFGRID3
* xyz 1 1
Li 0.885 -0.362 0.900
O -0.482 -1.802 1.760
H -1.419 -1.906 1.553
H -0.351 -2.309 2.572
O 2.630 0.396 -0.034
H 2.774 1.352 -0.020
H 3.495 0.019 -0.239
O 1.677 0.017 2.808
H 2.637 0.031 2.684
H 1.548 0.145 3.755
C -0.868 3.613 0.740
C -0.519 2.296 1.425
C -1.518 1.932 2.526
O -1.340 2.875 3.553
C -1.889 2.434 4.779
N -0.458 1.160 0.441
H -1.837 3.588 0.233
H -0.119 3.777 -0.040
H -0.911 4.446 1.439
H 0.491 2.362 1.833
H -1.313 0.926 2.921
H -2.524 1.858 2.089
H -1.477 1.468 5.082
H -2.982 2.353 4.722
H -1.722 3.192 5.542
H -1.424 0.918 0.216
H -0.125 1.624 -0.407
C 2.063 -2.569 -2.576
C 0.786 -1.723 -2.300
C -0.456 -2.304 -3.022
O -0.185 -2.949 -4.223
C -0.357 -2.139 -5.363
N 0.596 -1.714 -0.816
H 2.997 -2.037 -2.424
H 2.037 -2.890 -3.621
H 1.994 -3.485 -1.989
H 1.007 -0.709 -2.629
H -1.093 -1.422 -3.175
H -0.969 -3.007 -2.364
H 0.319 -1.270 -5.347
H -1.358 -1.687 -5.382
H -0.170 -2.713 -6.262
H -0.278 -1.159 -0.776
H 0.209 -2.625 -0.561
*
```

- LUMO level (eV) = -2.8
- Kohn-Sham gap (eV) = 9.29

No. 4
Molecular formula: C8H28N4O6
Method: DFT, the ωB97M-V functional and the def2-TZVPD basis

ORCA input file:
```
! wB97M-V def2-TZVPD RIJCOSX def2/J DEFGRID3
* xyz 0 1
N 28.090 -13.742 -1.921
C 28.879 -13.920 -2.945
N 29.011 -12.856 -3.692
O 29.394 -15.142 -3.234
H 27.980 -14.594 -1.310
H 27.367 -13.027 -1.764
H 29.413 -13.046 -4.645
H 29.240 -11.922 -3.304
N 26.982 -13.013 -11.075
C 27.336 -13.451 -9.914
N 26.399 -13.557 -9.050
O 28.680 -13.791 -9.652
H 27.628 -12.915 -11.855
H 26.031 -12.732 -11.378
H 26.688 -14.053 -8.179
H 25.399 -13.400 -9.228
C 27.094 -16.585 -6.984
C 27.300 -15.539 -5.913
O 27.143 -14.220 -6.492
H 27.826 -16.649 -7.809
H 26.107 -16.390 -7.360
H 27.130 -17.530 -6.475
H 28.269 -15.652 -5.418
H 26.576 -15.715 -5.140
H 27.047 -13.555 -5.771
C 28.141 -9.575 -5.951
C 27.257 -9.930 -7.102
O 26.162 -10.698 -6.760
H 28.487 -10.400 -5.237
H 27.687 -8.766 -5.346
H 29.094 -9.093 -6.278
H 27.806 -10.342 -7.943
H 26.853 -9.038 -7.505
H 25.724 -10.910 -7.596
C 31.124 -10.407 -3.758
O 29.958 -10.206 -2.978
H 31.097 -9.829 -4.642
H 31.395 -11.464 -4.024
H 31.946 -10.026 -3.167
H 29.749 -9.312 -2.721
C 30.020 -12.092 -7.145
O 30.094 -13.059 -6.107
H 30.716 -12.404 -7.930
H 30.263 -11.126 -6.774
H 29.013 -12.104 -7.519
H 29.999 -13.912 -6.551
*
```

- LUMO level (eV) = 0.4
- structure (SMILES) = NC(N)=O.NC(N)=O.CCO.CCO.CO.CO
- Kohn-Sham gap (eV) = 8.99

- Among the records above, which one has the lowest LUMO level?
  C8H27O9Tl